The following is a quantum chemistry calculation of a cluster of 2 separate species, C27H19NO3 in total at a distorted geometry, from OMol25.

Geometry as XYZ:
```
50
Properties=species:S:1:pos:R:3
H -4.98534 5.36514 -0.80774
C 5.20700 -1.03262 -1.49467
C 0.84972 -1.73646 7.01434
C -4.70927 4.45465 -1.35090
H 2.50174 1.19328 -3.17822
C -4.90023 2.05268 -1.66004
H 6.62709 0.15857 -2.63172
C -0.03293 -3.54266 5.61392
O -0.16599 -4.18059 2.57807
C -3.80981 4.51430 -2.41968
H 0.96806 0.87427 -3.66096
C 3.87103 -1.27720 -1.21682
C 1.49419 -0.86735 -1.50153
C 2.82730 -0.52436 -1.84960
C -0.94262 -0.96909 -1.51208
C -3.44311 3.35631 -3.11623
C 0.36343 -3.16629 3.02085
H -5.94249 3.16022 -0.13725
C 1.08626 -1.63487 4.62364
C -2.29118 0.41288 -2.95038
C 4.57618 0.73649 -3.02769
C 0.10558 0.48816 -3.13717
H -3.38095 5.47375 -2.71440
C 0.18237 -2.97654 6.88494
H -5.29939 1.08155 -1.36446
H -0.16752 -3.49694 7.77875
C 5.57479 -0.03021 -2.41064
O -3.54544 0.92152 -3.29755
H 4.85016 1.52803 -3.72950
H -3.09447 -0.99190 -1.51479
H -1.22436 1.65872 -4.35618
C 1.31068 -1.05091 5.87422
O 2.05389 -0.12265 3.00293
H 1.00785 -1.30972 8.00684
C -3.97363 2.12702 -2.70772
H 1.82917 -0.09186 5.94446
C -5.24696 3.21960 -0.97570
C 0.43369 -2.84152 4.49755
H -0.54545 -4.49872 5.48421
H -2.73612 3.39978 -3.94633
C 0.26381 -0.43180 -2.06106
H -0.85562 -1.70952 -0.71500
C -1.13929 0.91792 -3.56136
C -2.18937 -0.57708 -1.95532
H 1.39966 -1.58544 -0.68441
H 3.58386 -2.05400 -0.50206
N 0.98761 -2.12595 2.33332
H 5.98202 -1.61950 -0.99888
C 3.23218 0.51995 -2.74069
C 1.45223 -1.16902 3.23069
```

Output
Frontier orbital gap in eV: 3.725
E_LUMO in eV: -3.38
Relative energy (zero: lowest compared OMol25 entry of this formula, charge and spin) in kcal/mol: 104.7
HOMO energy in eV: -7.11

Atom charges from the natural (NBO) analysis, given in e for atoms 1 to 8: 0.23 -0.23 -0.22 -0.21 0.21 -0.25 0.23 -0.18



The following is a quantum chemistry calculation of a cluster of 16 separate species, C48H128O16 in total at a distorted geometry, from OMol25.

Geometry as XYZ:
```
192
Properties=species:S:1:pos:R:3
C 17.16532 -27.44915 -4.41672
H 25.27286 -23.72195 -4.41609
H 18.83847 -27.76141 -5.78189
C 19.63773 -23.34688 -6.34654
H 19.94438 -29.59224 -0.53856
H 25.35130 -24.81810 -7.25416
O 18.30742 -23.50176 -5.85403
O 23.62084 -19.72202 -4.56934
H 19.82776 -22.42313 0.24940
H 28.50004 -26.73334 -0.63321
H 19.53475 -32.97580 -1.80424
O 22.71400 -30.42112 -7.30074
H 27.96493 -23.20494 -1.21863
H 25.23874 -31.59074 -6.71161
H 21.98946 -18.89497 -2.80568
H 19.13872 -28.65869 -1.82853
H 22.99382 -29.51376 -7.52147
H 21.14575 -23.56972 2.78011
H 14.68223 -25.25403 -0.28696
H 14.29691 -25.43060 1.43739
C 24.22152 -20.70879 -2.43477
C 22.79515 -29.99465 -4.90828
H 22.27532 -31.54738 0.66288
H 15.81905 -22.65048 -1.48940
H 27.64549 -24.99997 -2.68120
O 26.64237 -29.26850 -1.41753
H 29.36057 -24.18507 -0.96934
H 24.06028 -29.38743 -1.78136
O 18.36382 -24.28441 -2.96849
C 28.27776 -24.17392 -0.82630
O 28.38008 -26.49496 -1.56122
H 27.23816 -23.69703 -6.70911
C 22.26069 -24.32506 -2.61128
H 28.09056 -24.21476 0.24834
O 19.35763 -24.28324 2.06922
H 23.21169 -28.98140 -4.91208
C 25.32074 -23.98840 -6.53550
H 24.52004 -19.97142 -4.80755
H 28.52383 -30.37130 -3.96691
C 23.28866 -29.67613 -1.07202
H 24.52507 -25.22872 -4.95791
H 19.90126 -25.02897 1.74919
H 21.06979 -25.49327 -3.98222
H 21.22472 -23.49380 0.32959
H 23.21574 -30.39676 -3.97870
H 25.27088 -20.28257 2.56261
C 16.39306 -25.72513 0.95787
H 18.36077 -31.70550 -3.61536
O 18.30587 -30.91606 -3.06843
H 25.26455 -30.80038 -5.15120
H 25.22714 -29.83934 -6.66175
H 19.55790 -22.13132 -1.84717
C 19.61066 -22.11041 3.05755
C 24.02627 -22.16590 1.35915
H 27.15580 -27.61210 -3.51676
H 21.38595 -22.09129 -5.90276
H 22.00408 -27.89406 3.36882
C 28.33918 -30.04945 -2.93990
H 22.57245 -26.71988 -5.99341
H 23.35854 -26.43429 0.06947
C 24.08886 -23.14816 -6.81686
H 23.50382 -22.68401 2.16572
H 20.33670 -21.35372 3.36870
H 24.30538 -29.30568 0.74925
H 23.22798 -25.86313 -8.36983
H 17.86009 -22.64789 -5.90110
H 23.88153 -22.78174 0.46768
H 20.40074 -22.53674 -4.48824
O 20.77760 -26.23909 0.72803
H 21.61541 -28.07610 0.89859
H 16.57065 -26.31106 1.87177
H 19.01930 -26.39265 -4.65348
H 18.85635 -21.57199 2.48145
C 19.36288 -30.85292 -2.11540
C 23.92794 -30.19585 0.22157
H 15.34042 -26.60156 -5.25427
H 17.00500 -26.94861 -3.45622
C 19.13800 -29.59860 -1.27890
H 21.34091 -25.80742 -6.83247
H 21.70892 -30.01143 -4.84913
H 21.33675 -21.83065 0.91363
C 18.66101 -27.42186 -4.75991
C 20.68470 -22.70576 0.85957
C 19.59926 -22.98577 -7.82118
C 19.31654 -32.07943 -1.21279
O 25.68263 -21.12828 2.77374
O 16.73833 -24.35544 1.11291
C 21.37860 -27.19033 2.81996
H 23.21540 -26.77216 -3.88926
C 16.29372 -23.25203 -2.26341
H 22.52470 -28.92628 -0.87754
H 20.10243 -32.06575 -0.45383
H 22.36612 -24.26037 -1.52518
C 23.33145 -30.79449 -6.07870
H 26.69490 -28.78983 -4.74604
H 27.21983 -28.51934 -1.22448
H 23.44641 -31.34342 1.97792
C 20.27184 -23.19046 2.23733
H 21.60866 -20.46920 -2.03965
H 28.97662 -29.20336 -2.67550
H 20.59746 -22.90521 -8.26207
H 23.04553 -31.84279 -5.94320
H 24.21539 -22.66680 -7.78624
C 27.62282 -25.29073 -1.62702
H 20.34508 -27.51385 2.96428
H 19.09580 -23.73583 -8.43239
H 25.49528 -28.18997 -3.58585
C 25.36122 -24.54575 -5.13005
H 26.25772 -22.00150 -0.44249
H 16.80273 -25.69526 -5.56807
C 22.92543 -30.83032 1.16572
C 23.16905 -20.58691 -3.52175
H 23.55598 -21.18459 1.26116
H 22.76996 -30.54891 -1.49325
H 17.14892 -29.24823 -3.67673
H 18.08964 -21.29937 -1.41221
H 19.85010 -21.31390 -5.63714
C 23.14711 -26.55022 1.13365
H 23.91536 -21.47706 -1.72129
H 21.20481 -27.53699 -6.76686
O 16.73272 -28.80407 -4.43039
C 25.51695 -21.96314 1.62561
H 21.31131 -28.12139 -9.15342
H 25.59589 -26.26162 -1.74296
H 26.22136 -30.47360 -3.02016
H 22.36214 -27.24730 -10.26235
C 24.85087 -30.73170 -6.15930
H 23.86184 -27.17066 1.67759
C 21.77505 -27.15166 -9.34646
C 21.89813 -19.96879 -2.96996
H 21.01181 -20.09536 -3.59832
H 19.10276 -22.01820 -7.92685
C 21.92921 -26.72773 -6.87259
C 26.89144 -29.64518 -2.77680
C 16.39832 -26.70914 -5.50035
C 22.69476 -26.80044 -8.17644
H 24.15138 -27.97425 -8.83188
H 18.28223 -23.82425 -3.81897
C 18.50540 -22.02431 -2.11605
H 23.26169 -24.27377 -3.05068
H 25.58521 -24.57253 -1.52003
H 19.25511 -28.06770 -4.10949
O 23.65998 -27.84871 -8.01181
H 25.20193 -20.99479 -2.82851
O 24.96188 -31.10662 -0.05991
H 19.73416 -25.44629 -2.29664
C 22.51140 -26.80435 -3.05548
C 14.91150 -25.81013 0.62132
H 16.84508 -26.11395 -1.12972
C 21.57008 -25.62454 -3.01458
H 19.19154 -22.52462 3.97408
H 25.99263 -25.56584 -0.17170
H 28.58149 -30.89644 -2.29622
H 15.88068 -24.26090 -2.26535
H 20.12442 -24.31103 -6.19908
H 23.14803 -26.78986 -2.15991
H 21.01911 -26.08782 -0.20336
H 20.96829 -26.43323 -9.49094
H 17.69118 -24.37347 1.33519
C 26.53883 -28.49238 -3.70785
C 26.16231 -25.46852 -1.25025
H 20.35046 -30.85599 -2.59052
H 18.29313 -26.02574 -0.13705
H 16.49648 -27.21282 -6.46066
O 26.45657 -23.13657 -6.76131
H 18.34206 -32.19766 -0.74100
H 21.71816 -23.43645 -2.93405
H 25.97650 -22.92025 1.87469
H 17.99536 -23.73539 -1.01360
H 22.88900 -21.55851 -3.94334
H 23.25670 -25.54947 1.56855
H 25.79450 -20.38413 0.12680
H 17.29889 -27.44857 -0.14422
H 27.26787 -21.21222 0.69487
H 24.37308 -19.75076 -1.93587
H 25.69047 -30.62349 -0.48072
H 14.65607 -26.86493 0.48882
C 26.21502 -21.34341 0.42790
H 22.05108 -27.79083 -3.03665
H 23.19899 -23.77724 -6.77905
C 17.78667 -23.37760 -2.02080
O 20.54471 -25.93726 -2.07054
C 21.74641 -27.08817 1.35177
H 22.35323 -30.06076 1.68738
H 18.21393 -29.68221 -0.70455
C 20.37077 -22.27340 -5.54619
H 16.09835 -22.79592 -3.23817
C 17.25158 -26.35508 -0.14005
H 23.99698 -22.33796 -6.08814
H 26.28616 -25.09173 -4.93333
H 21.43100 -26.21075 3.30516
H 18.45677 -21.61256 -3.12847
```

Output
Frontier orbital gap in eV: 9.537
E_LUMO in eV: 0.18
Relative energy (zero: lowest compared OMol25 entry of this formula, charge and spin) in kcal/mol: 13.1
HOMO energy in eV: -9.35

Atom charges from the Mulliken analysis, given in e for atoms 1 to 8: 1.45 0.02 0.54 2.15 0.11 0.22 -0.41 -0.70



The following is a quantum chemistry calculation of a cluster of 3 separate species, C5H12O3 in total at a distorted geometry, from OMol25.

Geometry as XYZ:
```
20
Properties=species:S:1:pos:R:3
H 0.71271 1.18664 -0.10981
H -0.09544 -3.45851 2.10926
O -0.39526 -2.57827 1.85836
H 1.49801 -0.33998 1.74962
H -2.08671 3.25660 -3.07481
O 1.41665 -1.36962 0.58147
C -1.00798 0.77240 -1.06403
C 0.74104 -0.95480 -0.49249
C -1.96355 2.26279 -2.67154
H 0.10364 -1.73889 -0.92684
H 1.43392 -0.63157 -1.28636
C -0.03414 0.39201 -0.09796
H -2.62270 1.45125 -2.94893
H 2.52641 0.39810 2.66704
H -0.32594 2.78409 -1.47513
H 0.39605 -2.19507 1.30890
C -1.08690 2.03989 -1.68287
H -0.44861 0.36979 0.91659
H -1.91558 0.17633 -1.16365
O 1.64857 0.51191 2.29397
```

Output
Frontier orbital gap in eV: 5.504
E_LUMO in eV: -3.03
Relative energy (zero: lowest compared OMol25 entry of this formula, charge and spin) in kcal/mol: 122.3
HOMO energy in eV: -8.54

Atom charges from the natural (NBO) analysis, given in e for atoms 1 to 8: 0.24 0.45 -1.03 0.49 0.22 -0.78 0.21 0.02